# 1
DFT (ωB97M-V/def2-TZVPD) results for a molecular structure, C18H18ClCoIN4O2S.

Net charge: +1
E_tot (eV): -98093.6751
F_max (eV/A): 1.6
Spin multiplicity: 5

CARTESIAN COORDINATES (ANGSTROEM)
Co 0.55731 0.34411 -0.43689
C 1.88612 -2.77945 2.30782
C 0.41593 -2.69084 2.12067
N -0.39531 -3.23245 2.97270
C -1.71582 -3.17020 2.83910
C -2.33041 -2.53113 1.77872
C -3.83787 -2.52881 1.67197
O -4.38424 -1.29605 1.28120
C -1.51267 -1.90344 0.81526
C -2.06220 -1.26014 -0.33701
N -1.39951 -0.48861 -1.13759
C -1.96469 0.03594 -2.29526
C -3.34020 -0.00202 -2.58170
C -3.85064 0.50891 -3.75701
C -3.01215 1.08580 -4.69469
C -1.65238 1.15197 -4.44288
C -1.15406 0.64147 -3.26203
I 0.96315 0.82169 -2.94128
C -0.09100 -1.97674 0.96751
O 0.72091 -1.46179 0.14362
H 2.11297 -3.31678 3.22123
H 2.31914 -1.78150 2.34507
H 2.33731 -3.28566 1.45620
H -2.28483 -3.66295 3.61425
H -4.26584 -2.86906 2.62130
H -4.13369 -3.24106 0.89527
H -4.28065 -0.65441 1.99143
H -3.11260 -1.47253 -0.51548
H -4.02328 -0.43272 -1.86477
H -4.91425 0.45706 -3.93968
H -3.40370 1.49583 -5.61226
H -0.98969 1.59562 -5.16929
C 3.48802 2.99889 2.45554
N 3.96195 2.86602 1.10744
C 4.79576 3.72889 0.44854
C 5.01656 3.22892 -0.79308
N 4.31072 2.06049 -0.88249
C 3.66396 1.84352 0.28307
S 2.76616 0.47056 0.69393
H 4.08517 3.74237 2.97534
H 3.57025 2.04232 2.97015
H 2.43993 3.30194 2.46827
H 5.15828 4.62228 0.91170
H 5.61959 3.60069 -1.59581
H 4.27722 1.42994 -1.66974
Cl -0.35476 1.96308 0.57164

# 2
DFT (ωB97M-V/def2-TZVPD) results for a molecular structure, C50H35HgN5O.

Net charge: -1
E_tot (eV): -66088.9632
Energy above the lowest of the compared OMol25 structures with the same formula, charge and spin (kcal/mol): 0.0
F_max (eV/A): 3.1
Spin multiplicity: 2

CARTESIAN COORDINATES (ANGSTROEM)
Hg 11.50846 12.14304 13.01898
C 9.29728 17.47379 18.26678
C 10.44219 16.74147 18.50851
C 10.84607 15.81278 17.55816
C 10.09881 15.50574 16.39259
C 8.83547 16.17674 16.25698
C 8.43808 17.15020 17.20722
C 10.65578 14.62216 15.37162
C 10.27849 14.85031 14.04287
C 9.90870 16.16218 13.44443
C 9.77608 15.96937 12.10214
C 9.94043 14.58084 11.79256
C 10.01115 14.00376 10.46214
C 9.52645 14.73877 9.28674
C 10.14207 14.64574 8.01250
C 9.65628 15.39256 6.92069
C 8.68762 16.39426 7.11659
C 8.10257 16.50393 8.37760
C 8.48448 15.66962 9.42555
C 10.58568 12.74481 10.15842
N 11.78362 12.30068 10.75021
C 12.17301 11.17078 10.04421
C 13.20593 10.30518 10.45327
C 13.61873 9.21435 9.57450
C 13.79538 7.93405 10.04918
C 14.08657 6.92134 9.16825
C 14.26474 7.21163 7.82868
C 14.07358 8.51786 7.37337
C 13.78951 9.48025 8.25538
C 13.89705 10.46506 11.64524
C 15.24312 9.93545 11.87305
C 15.54109 10.22773 13.14528
C 14.45026 11.02975 13.74189
N 13.48358 11.19558 12.79704
C 14.20297 11.21347 15.14794
C 13.20279 12.05590 15.66687
C 12.54111 11.91579 16.94296
C 11.54579 12.88232 16.98102
C 11.53932 13.58532 15.73445
N 12.56982 13.03506 14.90618
C 15.05183 10.55676 16.11747
C 15.34013 11.22043 17.38105
C 16.44204 10.80003 18.06405
C 17.08488 9.60174 17.71490
C 16.58706 8.77975 16.76368
C 15.51495 9.24416 15.95796
C 11.21784 10.89001 9.03283
C 10.20181 11.83766 9.10518
N 10.25233 13.94694 12.99510
H 9.01341 18.30700 18.93897
H 11.07253 16.91292 19.36524
H 11.78084 15.28586 17.74937
H 8.16340 15.99286 15.42234
H 7.51904 17.74377 17.09922
H 9.85032 17.07260 13.97324
H 9.52880 16.76158 11.41616
H 11.02342 14.03224 7.82629
H 10.10251 15.24260 5.91838
H 8.39358 17.07979 6.34835
H 7.32969 17.29068 8.48314
H 7.96004 15.74676 10.38234
H 13.71944 7.74654 11.09787
H 14.29765 5.93491 9.55463
H 14.59971 6.49533 7.07924
H 14.21885 8.81742 6.35659
H 13.65807 10.53048 7.91440
H 15.82866 9.44551 11.09654
H 16.35879 9.87600 13.70478
H 12.90016 11.24370 17.72225
H 10.82613 13.05512 17.78182
H 14.95136 12.20019 17.64214
H 16.85304 11.45948 18.83105
H 18.05977 9.33209 18.23268
H 17.08865 7.85050 16.42368
H 15.22197 8.63265 15.14084
H 11.26201 10.04572 8.33413
H 9.26167 11.88188 8.58370
O 7.28743 12.66654 12.41078
C 6.70866 11.39589 12.34462
C 7.08383 10.62854 13.58297
C 6.45715 9.46699 14.01149
C 6.97588 8.83871 15.15538
C 8.04479 9.35068 15.82542
C 8.63909 10.49760 15.30249
N 8.19919 11.09285 14.17691
H 8.12501 12.53654 12.89757
H 6.97967 10.87054 11.38098
H 5.57669 11.54440 12.35157
H 5.61674 9.06621 13.46749
H 6.55018 7.94605 15.58862
H 8.48012 8.80632 16.65846
H 9.47317 11.03921 15.72371

# 3
DFT (ωB97M-V/def2-TZVPD) results for 2 unconnected molecules or ions with the total composition C5H14.

Net charge: +1
E_tot (eV): -5399.8969
Energy above the lowest of the compared OMol25 structures with the same formula, charge and spin (kcal/mol): 27.9
F_max (eV/A): 3.3
Spin multiplicity: 2

CARTESIAN COORDINATES (ANGSTROEM)
C -1.83810 -1.31923 -0.14808
C -0.44775 -0.80092 -0.38548
C -2.88438 -0.35657 0.09166
H -2.22134 -1.92881 -1.01356
H -2.17361 -2.23881 0.48540
H 0.36029 -1.50064 -0.06813
H -2.86351 0.39335 -0.68992
H -0.21334 0.18575 0.10569
H -0.09518 -0.66995 -1.43289
H -3.90227 -0.72930 0.28713
H -2.93571 0.05648 1.05669
C 2.37780 1.62996 -0.38433
C 2.63298 0.67471 0.76928
H 1.27052 1.74664 -0.62700
H 2.68663 2.68719 -0.04108
H 2.90140 1.48338 -1.27653
H 3.69736 0.74335 0.97729
H 2.29530 -0.36117 0.86469
H 2.15021 1.16485 1.71393

Question: Look up the net charge of the first one.
Answer: +1

Question: Number 1 is which compound?
Answer: C18H18ClCoIN4O2S